57
Properties=species:S:1:pos:R:3:forces:R:3 method="wB97M-V/def2-TZVPD" charge=+2 spin_multiplicity=5 homo_ha="-0.42118 / -0.46074" gap_ha="0.2194 / 0.2155"
Te 4.146 1.538 1.300 -0.05 0.08 -0.05
Te 2.689 -0.536 0.718 -0.03 0.02 0.05
Te 0.014 2.436 1.443 -0.05 -0.02 0.05
Te 2.335 3.653 1.324 0.10 -0.05 -0.02
Rh 0.068 0.029 0.353 -0.01 -0.08 -0.02
O -3.367 -4.644 -4.285 -0.08 0.02 0.00
O -4.987 -3.280 -4.681 0.01 -0.01 -0.05
O 0.923 0.507 3.694 -0.01 -0.01 0.01
N -2.235 0.006 -0.140 0.04 -0.01 0.03
N -0.240 -1.018 2.399 -0.06 -0.02 -0.02
N 1.447 3.443 -5.179 -0.02 0.02 -0.05
N -0.786 -2.509 4.004 0.02 0.03 0.07
N -0.424 -1.732 -1.170 0.04 0.04 0.05
N -3.975 -3.607 -4.108 0.03 -0.06 0.02
N -1.477 -2.908 1.795 0.03 0.04 0.02
N 1.085 1.460 -1.954 -0.01 -0.06 -0.08
C -0.847 -2.168 2.716 -0.01 0.01 -0.07
C 0.743 1.978 -3.260 0.06 0.08 -0.01
C -1.439 -3.640 4.632 -0.01 0.02 0.00
C -2.652 -0.861 -1.089 0.08 -0.03 -0.04
C -0.094 -1.449 4.718 -0.06 -0.02 -0.05
C -4.484 0.817 0.054 0.02 0.01 0.02
C -1.685 -1.785 -1.660 -0.05 0.06 0.07
C 0.202 -3.482 -2.663 0.00 -0.01 -0.01
C -2.073 -2.703 -2.657 0.04 -0.01 -0.02
C -4.352 -1.825 -2.551 -0.09 -0.08 -0.08
C 0.279 -0.509 3.575 0.02 0.00 0.04
C -3.129 0.804 0.411 -0.04 -0.03 -0.03
C -3.454 -2.675 -3.082 0.06 0.10 0.12
C -1.070 -3.554 -3.168 -0.04 -0.01 -0.03
C 0.482 -2.562 -1.652 -0.05 0.03 -0.01
C 1.840 2.884 -3.828 0.00 -0.04 0.09
C -3.980 -0.905 -1.526 0.05 0.03 0.04
C -4.910 -0.035 -0.928 0.00 -0.05 -0.05
H 1.476 -2.498 -1.223 0.00 -0.01 -0.01
H -2.771 1.478 1.180 0.01 -0.01 0.00
H -1.840 -3.818 2.013 0.00 -0.01 0.00
H 0.563 1.142 -3.941 -0.01 0.00 0.00
H 1.227 2.196 -1.268 0.03 -0.03 -0.02
H 1.915 0.878 -1.968 -0.02 0.01 0.01
H -5.374 -1.853 -2.907 0.02 0.02 0.01
H -0.744 -0.942 5.434 0.00 0.01 -0.01
H 1.290 2.694 -5.858 0.00 0.04 0.02
H 0.978 -4.136 -3.031 0.02 0.01 0.01
H -1.308 -4.269 -3.939 0.00 0.02 0.02
H 0.793 -1.810 5.240 0.01 -0.01 -0.02
H 2.772 2.340 -3.971 -0.01 0.02 -0.01
H 2.173 4.057 -5.558 -0.02 -0.02 0.01
H -0.192 2.541 -3.179 -0.01 0.00 -0.01
H 0.583 3.989 -5.115 0.03 -0.02 -0.01
H -0.981 -3.806 5.603 0.00 -0.02 0.00
H -1.331 -2.655 0.832 -0.01 -0.01 0.01
H -5.164 1.493 0.550 0.00 0.02 0.01
H -1.294 -4.545 4.043 0.01 -0.01 0.01
H 2.024 3.736 -3.174 0.00 0.00 -0.03
H -5.944 -0.056 -1.247 -0.01 0.01 0.00
H -2.507 -3.462 4.775 0.00 -0.01 0.00

---

19
Properties=species:S:1:pos:R:3:forces:R:3 method="wB97M-V/def2-TZVPD" charge=+1 smiles="C[C@@H]1CN1[N+]1=C[C@H]1C" spin_multiplicity=1 homo_ha=-0.51690 gap_ha=0.3746 de_lowest_kcal_mol=154.9
N 0.434 -0.902 -0.239 2.03 -1.75 -0.42
N -0.819 -1.052 -0.292 -2.07 1.60 -0.32
C 2.406 0.616 -0.757 0.90 -0.58 0.04
C -1.919 -1.589 -0.076 0.49 0.73 -0.56
C -2.101 -0.263 -0.665 1.75 -1.22 1.87
C 1.420 -1.290 0.745 2.05 -1.05 -1.58
C 1.326 0.113 0.169 1.42 1.77 0.91
C -2.324 0.939 0.095 0.91 3.76 0.82
H -2.244 -2.366 0.491 -1.14 -2.23 1.29
H -2.182 -0.175 -1.676 -0.44 -0.05 -2.78
H 0.967 1.024 0.755 -0.09 -1.86 -0.17
H 3.127 -0.213 -1.095 -1.14 1.36 0.47
H -3.039 1.549 -0.513 0.47 -0.21 0.95
H -2.608 0.878 1.152 -0.43 -0.48 -0.40
H 1.873 1.034 -1.602 0.41 0.35 -0.43
H -1.336 1.587 0.192 -1.85 -1.21 -0.67
H 1.241 -1.436 1.749 -1.39 -0.04 2.03
H 2.213 -2.106 0.454 -1.45 2.07 -0.14
H 2.956 1.427 -0.190 -0.43 -0.96 -0.89

---

100
Properties=species:S:1:pos:R:3:forces:R:3 method="wB97M-V/def2-TZVPD" charge=0 spin_multiplicity=6 homo_ha="-0.31618 / -0.34134" gap_ha="0.2783 / 0.2675" de_lowest_kcal_mol=5.5
Te -0.281 -4.147 -1.671 0.00 -0.18 -0.08
Ru -0.934 -0.926 -0.042 -0.24 -0.28 -0.55
Se -2.767 0.584 -2.669 0.41 -0.33 -0.44
P -0.799 1.544 1.440 -0.15 0.02 0.22
P 1.476 -0.899 1.653 -0.04 0.02 0.25
F 1.641 -3.905 -1.728 -0.04 -0.36 -0.07
F -1.843 -4.773 -0.716 0.09 0.16 -0.09
F 0.426 -5.440 -0.471 -0.16 0.07 -0.12
F -0.662 -5.625 -2.764 0.16 0.07 0.20
F 0.243 -3.518 -3.469 -0.10 0.02 0.12
O -1.708 -0.461 -3.573 -0.17 0.64 -0.05
O -2.160 0.527 -1.122 0.30 -0.06 0.48
O -0.137 -2.755 -0.418 0.10 0.23 -0.29
O 3.902 2.609 -4.356 0.00 0.02 -0.01
O -2.502 2.025 -3.282 0.04 0.41 -0.11
O -4.236 -0.034 -2.713 -0.40 -0.16 0.07
N 1.370 3.172 1.313 -0.10 0.03 -0.06
N 0.636 -0.034 -1.641 0.26 -0.15 -0.09
N 3.251 1.130 1.252 0.02 -0.13 0.01
N -2.386 -1.537 1.761 0.05 -0.10 0.23
N -4.207 -3.104 -2.391 0.18 -0.09 -0.01
N -2.846 -2.122 -0.744 -0.06 -0.14 0.28
N -6.464 -2.786 -2.195 0.03 -0.05 0.06
N -5.158 -2.277 -0.374 -0.02 0.05 -0.02
N -1.884 -3.044 -2.597 -0.03 -0.46 -0.02
N 3.135 1.107 -5.868 0.07 -0.06 0.01
C -5.242 -2.702 -1.658 -0.02 0.03 0.01
C 1.009 1.923 1.450 -0.06 0.15 -0.03
C 2.032 -0.323 -3.556 -0.05 0.00 -0.01
C -1.504 4.241 2.039 -0.04 0.02 -0.02
C 0.884 1.278 -1.707 -0.04 -0.05 -0.13
C 1.986 0.866 1.443 0.14 -0.06 -0.06
C 4.406 5.056 0.655 -0.14 0.12 0.01
C -1.404 3.625 -0.390 -0.03 -0.02 0.03
C -2.043 -1.588 3.046 -0.07 0.05 -0.04
C -4.305 -1.872 3.728 -0.01 -0.02 0.02
C 3.201 -1.817 -0.298 -0.05 -0.03 0.02
C 1.564 -1.008 3.495 0.05 -0.05 -0.08
C 2.914 -1.999 1.193 0.03 0.00 -0.04
C 2.294 1.036 -3.604 0.02 -0.06 -0.02
C 2.679 3.456 1.107 0.16 -0.28 0.02
C 2.420 -3.433 1.454 0.01 0.01 -0.01
C 3.633 2.414 1.057 -0.28 0.17 0.03
C 1.209 -0.821 -2.560 -0.12 -0.06 0.07
C 4.984 2.716 0.797 0.16 0.02 -0.05
C -1.736 3.119 1.017 -0.01 0.02 -0.03
C -3.224 2.729 1.061 0.05 0.02 0.05
C 3.191 1.666 -4.636 -0.03 0.00 0.02
C -3.933 -2.019 0.007 -0.06 -0.08 -0.23
C 3.090 4.788 0.906 0.03 0.16 -0.01
C -3.014 -2.800 -1.898 -0.39 0.30 0.06
C -1.191 1.449 3.232 -0.01 0.11 -0.04
C 1.712 1.852 -2.646 0.00 0.07 0.04
C -2.965 -1.765 4.062 -0.01 0.02 0.03
C -3.668 -1.741 1.437 -0.05 0.08 0.19
C -4.664 -1.875 2.392 0.02 0.02 -0.04
C 5.357 4.015 0.598 0.09 -0.16 0.00
C 4.184 -1.776 2.023 -0.02 -0.02 -0.04
H -0.990 -1.496 3.258 0.09 0.01 0.02
H -6.546 -3.007 -3.170 0.01 0.01 -0.02
H -3.813 3.605 0.781 0.00 -0.01 -0.01
H 6.390 4.256 0.387 0.00 -0.02 0.00
H -3.538 2.437 2.066 -0.02 0.01 -0.05
H -1.645 2.892 -1.158 0.09 0.02 0.00
H -1.844 -1.400 -3.316 0.22 -0.23 0.13
H 3.706 1.500 -6.596 -0.02 0.02 0.00
H 1.483 -3.653 0.948 0.01 0.00 0.00
H -0.449 4.470 2.174 -0.02 0.00 -0.02
H 2.570 -0.753 3.824 0.00 0.00 0.00
H -5.681 -2.022 2.061 0.00 0.00 0.00
H 4.044 -2.068 3.064 0.01 0.02 0.00
H -2.632 -1.811 5.090 0.00 0.00 -0.01
H -0.701 0.610 3.697 0.10 -0.18 0.10
H -1.951 4.007 3.006 0.01 0.02 0.00
H 2.454 0.407 -6.102 -0.02 0.01 -0.01
H 0.880 -0.327 3.984 -0.11 0.08 0.05
H -2.265 1.312 3.353 0.02 0.01 0.00
H 2.344 -2.130 -0.891 0.22 0.09 0.19
H -7.244 -2.407 -1.691 0.00 0.01 0.00
H 5.692 1.899 0.751 0.00 0.02 0.00
H 2.466 -1.020 -4.260 0.00 0.00 -0.01
H 4.035 -2.466 -0.577 -0.01 -0.01 0.00
H -2.023 4.503 -0.589 0.01 0.01 0.02
H -0.883 2.359 3.742 0.03 -0.02 0.00
H 1.337 -2.026 3.813 -0.01 0.01 -0.02
H 4.729 6.075 0.487 -0.02 0.00 0.01
H 2.313 -3.625 2.524 -0.01 -0.01 -0.01
H 0.369 1.901 -0.999 -0.09 0.09 0.09
H -5.057 -1.990 4.497 0.00 0.00 0.00
H 4.957 -2.434 1.615 -0.01 0.00 0.00
H 3.478 -0.789 -0.537 0.01 0.03 0.01
H 3.169 -4.129 1.070 -0.01 0.01 -0.01
H -3.456 1.926 0.365 0.00 -0.07 -0.08
H 1.892 2.918 -2.651 0.00 -0.02 0.00
H -2.003 5.139 1.667 -0.01 -0.01 0.00
H -0.363 3.936 -0.469 0.04 0.00 -0.01
H 4.546 -0.753 1.977 0.00 0.01 -0.01
H 2.339 5.568 0.944 0.02 0.01 0.00
H -2.086 -3.527 -3.467 -0.05 -0.06 -0.03
H 1.018 -1.890 -2.532 0.05 0.46 0.05

---

15
Properties=species:S:1:pos:R:3:forces:R:3 method="wB97M-V/def2-TZVPD" charge=0 smiles="[H]/N=C1/[C@H](N)C12CC2" spin_multiplicity=1 homo_ha=-0.32365 gap_ha=0.3561 de_lowest_kcal_mol=111.2
N 1.598 -1.020 0.597 0.41 -0.27 0.09
N 1.278 2.115 -1.113 -1.05 -0.85 0.34
C -0.373 0.368 -0.115 0.62 -0.34 0.71
C -1.114 -0.822 -0.672 0.21 0.01 -0.09
C 0.958 1.254 -0.255 -1.98 -0.90 -0.10
C -1.742 0.031 0.404 0.05 0.20 0.12
C 0.888 0.207 0.721 0.23 -0.36 0.77
H 2.541 -0.910 0.945 0.13 -0.17 -0.03
H -1.779 -0.410 1.400 -0.01 0.15 -0.17
H 0.756 0.579 1.731 0.13 -0.21 0.29
H 1.647 -1.285 -0.385 0.06 0.01 0.20
H -2.625 0.619 0.153 0.31 0.03 -0.06
H -0.761 -1.806 -0.360 -0.05 0.20 -0.10
H -1.563 -0.808 -1.665 0.21 0.19 0.18
H 0.291 1.889 -1.387 0.74 2.33 -2.15

---

no.,energy (hartree)
1,-2545.59438
2,-344.26823
3,-6189.95962
4,-304.65822